{"formula": "C53H52BI2N8O3P2Y", "method": "wB97M-V/def2-TZVPD", "e_above_lowest_kcal_mol": 1.9, "lumo_ev": -5.51, "total_charge": 2, "e_homo_ev": -12.818, "largest_force_ha_per_bohr": 0.0206, "species": ["Y", "C", "C", "N", "N", "C", "B", "N", "C", "C", "C", "N", "N", "C", "C", "C", "N", "H", "H", "H", "H", "H", "H", "H", "H", "H", "H", "C", "C", "C", "C", "C", "C", "C", "C", "P", "C", "C", "C", "C", "C", "C", "C", "C", "C", "C", "C", "C", "C", "O", "C", "C", "C", "C", "C", "C", "P", "C", "C", "C", "C", "C", "C", "C", "C", "C", "C", "C", "C", "H", "H", "H", "H", "H", "H", "H", "H", "H", "H", "H", "H", "H", "H", "H", "H", "H", "H", "H", "H", "H", "H", "H", "H", "H", "H", "H", "H", "H", "H", "H", "H", "O", "H", "H", "I", "I", "N", "C", "N", "C", "C", "O", "C", "C", "H", "H", "H", "H", "H", "H", "H", "H"], "xyz": [[1.24823, 0.00121, 0.13314], [5.68441, 1.30416, -0.30605], [4.32463, 1.56536, -0.41442], [3.59850, 0.47077, -0.13941], [4.49952, -0.50385, 0.17465], [5.74441, -0.02409, 0.07666], [4.08059, -1.85532, 0.82426], [3.32630, -1.52125, 2.13539], [3.61934, -1.87770, 3.39198], [2.76222, -1.21775, 4.25735], [1.95628, -0.46039, 3.41842], [2.28574, -0.64733, 2.13514], [3.11694, -2.63844, -0.09744], [3.32775, -3.84528, -0.63861], [2.14299, -4.29664, -1.20360], [1.24250, -3.27003, -0.96920], [1.82751, -2.26209, -0.30724], [6.50774, 1.98343, -0.47355], [3.84399, 2.50708, -0.63081], [6.59668, -0.65267, 0.30271], [5.05420, -2.52024, 1.04886], [4.43543, -2.55948, 3.59735], [2.73422, -1.28259, 5.33606], [1.17808, 0.23871, 3.67445], [4.30147, -4.31691, -0.57578], [1.97018, -5.23647, -1.70865], [0.19604, -3.20593, -1.23954], [-4.54313, -3.75830, -2.04821], [-4.64097, -2.22260, -1.94560], [-6.05090, -1.77429, -2.35686], [-3.59753, -1.60839, -2.86975], [-3.82203, -1.53992, -4.23855], [-2.86973, -1.05295, -5.11842], [-1.64567, -0.64471, -4.62961], [-1.37012, -0.70553, -3.26415], [0.32097, -0.27488, -2.70046], [0.59090, 1.19209, -3.79460], [-0.34014, 2.23686, -3.68754], [-0.23284, 3.36930, -4.48123], [0.81139, 3.47730, -5.39961], [1.73171, 2.45019, -5.51167], [1.62346, 1.30746, -4.71236], [1.37098, -1.55268, -3.49345], [2.75288, -1.43076, -3.31089], [3.62841, -2.34423, -3.87579], [3.13212, -3.40926, -4.61677], [1.76079, -3.55659, -4.78026], [0.87915, -2.63284, -4.22014], [-2.36210, -1.17204, -2.39800], [-2.05865, -1.17739, -1.04529], [-3.09421, -1.32582, -0.12839], [-2.82159, -0.97827, 1.19366], [-3.83072, -1.11640, 2.14463], [-5.07264, -1.60259, 1.79283], [-5.31190, -1.94786, 0.47392], [-4.34374, -1.80776, -0.51278], [-1.17913, -0.39436, 1.78965], [-0.84913, -1.71138, 3.02467], [-0.13418, -2.81536, 2.55554], [0.11126, -3.90782, 3.37437], [-0.35225, -3.90659, 4.68413], [-1.07687, -2.82016, 5.15644], [-1.33185, -1.73073, 4.33091], [-1.68596, 1.11523, 2.69627], [-1.21695, 1.46975, 3.95960], [-1.63405, 2.65613, 4.56208], [-2.50622, 3.50655, 3.90142], [-2.95187, 3.17847, 2.62520], [-2.54315, 1.99389, 2.02793], [-4.70298, -4.08255, -3.08124], [-5.29950, -4.23333, -1.41498], [-3.55841, -4.10783, -1.72626], [-6.29168, -2.10991, -3.36558], [-6.14131, -0.68676, -2.32071], [-6.80920, -2.20551, -1.70450], [-4.76789, -1.88429, -4.63745], [-3.08013, -1.00363, -6.18122], [-0.88506, -0.29128, -5.31526], [-1.17388, 2.14405, -2.99549], [-0.96899, 4.16316, -4.39850], [0.89264, 4.35458, -6.03282], [2.53725, 2.52142, -6.23244], [2.34059, 0.50695, -4.83415], [3.15272, -0.61205, -2.71861], [4.69874, -2.22678, -3.73911], [3.81414, -4.12458, -5.06490], [1.36791, -4.39299, -5.34730], [-0.18667, -2.76330, -4.36565], [-3.63729, -0.84224, 3.17431], [-5.85277, -1.71549, 2.53871], [-6.28348, -2.34849, 0.21012], [0.23508, -2.82866, 1.54043], [0.66329, -4.75967, 2.98914], [-0.15828, -4.75340, 5.33267], [-1.45469, -2.81980, 6.17364], [-1.91400, -0.90738, 4.72460], [-0.53589, 0.82328, 4.50013], [-1.28591, 2.89859, 5.56080], [-2.84865, 4.41811, 4.38157], [-3.63895, 3.83446, 2.10238], [-2.91707, 1.73784, 1.03986], [1.66454, 2.27777, -1.38265], [2.40005, 2.23264, -2.00477], [1.02980, 2.87122, -1.79457], [4.29536, 2.48879, 3.32730], [6.39442, 0.98305, 3.92524], [0.85081, 2.06917, 1.21841], [0.75403, 3.12799, 1.68061], [0.61793, 4.32920, 2.18580], [0.18641, 5.47225, 1.33691], [-0.76281, 6.32524, 2.14721], [-0.15201, 6.72172, 3.36575], [0.14705, 5.61155, 4.19847], [1.14003, 4.68991, 3.52740], [-0.29417, 5.08988, 0.43931], [1.06485, 6.05877, 1.06340], [-1.68369, 5.76778, 2.34534], [-1.00328, 7.23050, 1.59744], [-0.76567, 5.05819, 4.43818], [0.57937, 6.00477, 5.11403], [1.27660, 3.78315, 4.11451], [2.10097, 5.19698, 3.40949]], "atomic_forces_ev_per_a": [[0.4, 0.8, -0.4], [0.1, 0.0, 0.0], [0.0, 0.0, 0.0], [0.2, -0.1, 0.0], [-0.1, -0.1, 0.0], [0.1, 0.0, 0.0], [-0.1, 0.1, 0.0], [0.0, 0.0, 0.0], [0.1, 0.0, 0.0], [0.0, -0.1, 0.1], [0.1, 0.1, -0.1], [0.1, -0.1, 0.5], [0.1, -0.2, -0.1], [-0.1, -0.1, 0.1], [0.2, -0.1, 0.0], [-0.1, 0.1, 0.0], [0.1, -0.1, 0.0], [-0.1, -0.1, 0.0], [0.1, -0.1, 0.0], [-0.2, 0.1, 0.0], [-0.1, 0.1, 0.0], [-0.2, 0.1, -0.1], [0.0, 0.0, -0.2], [0.0, -0.1, 0.0], [-0.2, 0.1, 0.0], [0.0, 0.2, 0.1], [0.1, 0.0, 0.0], [0.0, -0.1, 0.0], [0.1, 0.0, 0.0], [0.0, 0.0, 0.0], [-0.1, -0.1, 0.0], [0.0, 0.0, -0.1], [0.0, 0.0, -0.1], [0.0, 0.0, 0.0], [0.2, -0.1, 0.3], [-0.3, -0.1, -1.0], [-0.3, 0.1, 0.1], [0.0, 0.0, 0.0], [0.0, 0.0, 0.1], [0.0, 0.0, 0.0], [0.0, -0.1, 0.1], [0.0, 0.1, -0.1], [0.1, 0.1, 0.1], [-0.1, 0.0, 0.0], [0.1, 0.0, 0.0], [-0.1, -0.1, -0.1], [0.0, 0.1, 0.1], [0.1, 0.0, -0.1], [0.0, 0.1, 0.2], [0.0, -0.1, 0.0], [0.1, 0.0, -0.2], [0.2, 0.1, -0.1], [0.0, 0.0, 0.0], [-0.1, 0.0, 0.1], [-0.1, 0.0, 0.0], [-0.1, 0.0, 0.0], [-0.7, -0.6, 0.4], [0.0, 0.0, 0.0], [-0.1, 0.0, 0.1], [0.0, 0.0, 0.0], [0.0, 0.0, 0.0], [0.0, 0.0, 0.0], [0.0, 0.0, 0.1], [0.0, 0.1, 0.0], [0.0, 0.1, 0.1], [0.0, -0.2, 0.0], [-0.2, -0.1, -0.1], [0.0, 0.0, 0.0], [0.0, 0.0, 0.0], [0.0, 0.0, 0.1], [0.1, 0.1, -0.1], [-0.1, 0.0, 0.0], [0.0, 0.0, 0.1], [0.0, 0.0, 0.0], [0.0, 0.0, 0.0], [0.1, 0.0, 0.0], [0.0, 0.0, 0.1], [0.0, 0.0, 0.0], [0.0, 0.0, 0.0], [0.1, -0.1, 0.0], [0.0, -0.1, 0.1], [0.0, 0.0, 0.0], [0.0, 0.0, 0.0], [0.0, 0.0, 0.0], [-0.1, 0.0, 0.0], [-0.1, 0.1, 0.1], [0.0, 0.1, 0.0], [0.1, 0.0, 0.0], [0.0, 0.0, 0.0], [0.1, 0.0, -0.1], [0.1, 0.1, 0.0], [0.1, 0.0, -0.1], [-0.1, 0.1, 0.0], [0.0, 0.1, -0.1], [0.0, 0.0, -0.1], [0.0, 0.0, 0.0], [-0.1, 0.0, 0.0], [0.0, 0.0, -0.1], [0.0, -0.1, -0.1], [0.0, 0.0, 0.0], [0.0, 0.0, 0.1], [0.3, -0.2, 0.5], [-0.1, -0.1, -0.2], [-0.2, 0.0, -0.2], [0.0, 0.0, 0.0], [-0.1, 0.0, 0.0], [0.1, 0.2, 0.2], [-0.1, 0.8, 0.4], [0.0, -0.4, -0.3], [0.2, -0.3, 0.2], [0.0, 0.0, 0.3], [0.0, -0.1, -0.1], [-0.2, 0.2, -0.1], [0.0, -0.2, -0.2], [0.0, -0.1, 0.0], [0.1, 0.0, 0.0], [0.0, 0.0, 0.0], [0.0, 0.1, 0.0], [0.2, 0.2, 0.0], [0.0, 0.1, 0.1], [0.0, -0.1, 0.0], [0.0, 0.0, 0.0]]}



{"formula": "C53H53Cl3GeNO3PdS2SbTe", "method": "wB97M-V/def2-TZVPD", "spin_multiplicity": 2, "e_above_lowest_kcal_mol": 0.0, "lumo_ev": [-3.29, -3.37], "total_charge": 1, "e_homo_ev": [-9.689, -10.298], "s_squared": 0.7609, "largest_force_ha_per_bohr": 0.0193, "species": ["Pd", "C", "C", "C", "C", "C", "O", "C", "C", "C", "C", "C", "C", "C", "O", "C", "C", "C", "N", "C", "C", "Te", "C", "C", "C", "C", "C", "C", "C", "C", "C", "C", "C", "C", "H", "H", "H", "H", "H", "H", "H", "H", "H", "H", "H", "H", "H", "H", "H", "H", "H", "H", "H", "H", "H", "H", "H", "H", "C", "C", "C", "S", "O", "C", "C", "C", "H", "H", "H", "H", "H", "H", "H", "H", "H", "H", "H", "H", "H", "H", "S", "Sb", "C", "C", "C", "C", "C", "C", "C", "C", "C", "C", "C", "C", "C", "C", "C", "C", "C", "C", "H", "H", "H", "H", "H", "H", "H", "H", "H", "H", "H", "H", "H", "H", "H", "Cl", "Ge", "Cl", "Cl"], "xyz": [[-1.61808, -0.42281, -0.01043], [1.99550, 4.69716, 3.10404], [1.09741, 3.53758, 2.76987], [1.27547, 2.28890, 3.31722], [0.41254, 1.21817, 3.01976], [0.80212, -0.12449, 3.38292], [0.33628, -1.11634, 2.77233], [1.80793, -0.42522, 4.41703], [2.68866, -1.48597, 4.21030], [3.60013, -1.82575, 5.19355], [3.60698, -1.13705, 6.40040], [2.70809, -0.10335, 6.62293], [1.81458, 0.26372, 5.62967], [-0.66888, 1.40014, 2.13201], [-1.60938, 0.47729, 1.96433], [-0.76778, 2.63701, 1.45639], [0.07565, 3.67340, 1.82890], [-1.59624, 2.87528, 0.23957], [-1.73628, 1.95124, -0.62471], [-2.47403, 2.17171, -1.86636], [-3.96847, 1.95151, -1.65557], [-4.37639, 0.33327, -0.30340], [-4.98061, 1.60334, 1.27353], [-5.93246, 2.58322, 1.00892], [-6.36826, 3.42044, 2.02457], [-5.86705, 3.27284, 3.31180], [-4.94274, 2.27284, 3.57980], [-4.50195, 1.43199, 2.56535], [-2.15405, 4.25720, 0.09201], [-1.70105, 5.13754, -0.88643], [-2.24426, 6.41121, -0.97827], [-3.24113, 6.80702, -0.09677], [-3.68433, 5.93456, 0.88790], [-3.13277, 4.66625, 0.99302], [2.79106, 4.39365, 3.78284], [1.43442, 5.50056, 3.58392], [2.45709, 5.11002, 2.20620], [2.12716, 2.10987, 3.95883], [2.65486, -2.02729, 3.27327], [4.29785, -2.63556, 5.02680], [4.30917, -1.41496, 7.17548], [2.69890, 0.41355, 7.57296], [1.09535, 1.05226, 5.80894], [-0.03725, 4.62854, 1.32766], [-2.07460, 1.45823, -2.59013], [-2.32555, 3.17037, -2.27646], [-4.48642, 1.77046, -2.59533], [-4.41136, 2.82491, -1.17779], [-6.35063, 2.69963, 0.01566], [-7.10861, 4.18030, 1.80998], [-6.20946, 3.92404, 4.10533], [-4.56215, 2.13464, 4.58375], [-3.78727, 0.65991, 2.79766], [-0.91441, 4.82952, -1.56559], [-1.88614, 7.09642, -1.73527], [-3.66561, 7.79937, -0.17220], [-4.45415, 6.24374, 1.58298], [-3.46208, 3.98947, 1.77358], [-2.39335, -2.26060, -5.11940], [-3.25304, -2.76905, -3.96412], [-3.16945, -1.89693, -2.71140], [-1.71248, -2.17414, -1.68470], [-0.51774, -2.14201, -2.55631], [-2.02078, -3.89845, -1.18059], [-1.12419, -4.87685, -1.94254], [0.27136, -4.96576, -1.33624], [-2.51562, -2.89962, -5.99417], [-1.33984, -2.24096, -4.84788], [-2.69283, -1.24957, -5.40542], [-2.98575, -3.79900, -3.71998], [-4.30143, -2.79758, -4.26741], [-4.02047, -2.04084, -2.04209], [-3.12443, -0.83554, -2.97753], [-3.08225, -4.08839, -1.33705], [-1.82788, -3.93738, -0.11262], [-1.04474, -4.58291, -2.99005], [-1.61627, -5.85102, -1.91873], [0.73506, -3.97905, -1.32084], [0.91661, -5.62713, -1.91764], [0.23822, -5.33690, -0.31053], [0.92793, 0.01196, -0.24318], [2.53489, -1.12781, -1.38653], [3.20889, -2.82294, -0.35132], [4.36563, -3.48617, -0.75493], [4.79603, -4.59933, -0.04774], [4.07478, -5.04390, 1.05468], [2.92723, -4.37460, 1.45849], [2.49472, -3.25803, 0.75623], [4.25708, 0.07469, -1.46649], [4.62202, 0.73965, -2.63170], [5.75443, 1.54246, -2.64050], [6.51771, 1.67989, -1.48934], [6.15390, 1.01498, -0.32572], [5.02298, 0.21205, -0.31175], [2.14483, -1.65119, -3.37876], [2.42013, -2.93488, -3.82898], [2.14874, -3.27002, -5.14931], [1.61303, -2.32255, -6.00930], [1.33988, -1.03772, -5.55438], [1.59751, -0.70126, -4.23497], [4.93670, -3.13708, -1.60789], [5.69382, -5.11948, -0.35492], [4.41214, -5.91586, 1.59976], [2.36216, -4.71927, 2.31618], [1.60256, -2.73065, 1.06844], [4.04051, 0.62274, -3.53945], [6.04345, 2.05567, -3.54821], [7.40192, 2.30361, -1.50012], [6.75421, 1.11763, 0.56877], [4.74771, -0.31103, 0.59719], [2.82976, -3.68054, -3.15690], [2.35535, -4.27105, -5.50463], [1.40518, -2.58534, -7.03837], [0.91680, -0.30331, -6.22730], [1.34576, 0.28746, -3.86876], [-0.73168, -3.55408, 2.10659], [-1.54208, -1.52725, 2.23407], [-2.11824, -1.19456, 4.30345], [-3.58234, -2.27873, 1.69562]], "atomic_forces_ev_per_a": [[0.3, -0.2, -0.9], [0.0, 0.0, 0.0], [0.0, 0.0, 0.0], [0.0, 0.0, 0.0], [0.0, 0.0, 0.0], [-0.2, -0.1, 0.0], [0.2, -0.1, 0.1], [0.1, 0.1, 0.0], [0.0, 0.0, 0.0], [0.0, 0.0, 0.0], [0.0, 0.0, 0.0], [0.0, 0.0, 0.0], [0.0, 0.0, 0.0], [0.2, 0.3, 0.1], [-0.2, -0.2, -0.2], [0.0, -0.1, 0.0], [0.1, 0.0, 0.0], [-0.1, 0.1, -0.1], [0.1, 0.1, 0.1], [-0.1, -0.1, 0.0], [0.1, 0.1, 0.0], [-0.2, -0.1, 0.0], [0.0, -0.1, 0.0], [0.0, 0.0, -0.1], [0.0, 0.0, 0.0], [0.0, 0.0, 0.0], [0.0, 0.0, 0.0], [0.0, 0.0, 0.0], [0.0, 0.0, 0.0], [0.0, 0.0, 0.0], [0.0, 0.0, 0.0], [0.0, 0.0, 0.0], [0.0, 0.0, 0.0], [0.0, 0.0, 0.0], [0.0, 0.0, 0.0], [0.0, 0.0, 0.0], [0.0, 0.0, 0.0], [0.0, 0.0, 0.0], [0.0, 0.0, 0.0], [0.0, 0.0, 0.0], [0.0, 0.0, 0.0], [0.0, 0.0, 0.0], [0.0, 0.0, 0.0], [0.0, 0.0, 0.0], [0.0, 0.0, 0.0], [0.0, 0.0, 0.0], [0.0, 0.0, 0.0], [0.0, 0.0, 0.0], [0.0, 0.0, 0.0], [0.0, 0.0, 0.0], [0.0, 0.0, 0.0], [0.0, 0.0, 0.0], [0.0, -0.1, 0.0], [0.0, 0.0, 0.0], [0.0, 0.0, 0.0], [0.0, 0.0, 0.0], [0.0, 0.0, 0.0], [0.0, 0.0, 0.0], [0.0, 0.0, 0.0], [0.0, 0.0, 0.0], [0.0, 0.1, -0.1], [0.0, 0.2, 0.2], [0.0, 0.0, 0.0], [0.0, 0.0, 0.0], [0.1, 0.1, 0.0], [0.0, 0.0, 0.0], [0.0, 0.0, 0.0], [0.0, 0.0, 0.0], [0.0, 0.0, 0.0], [0.0, 0.0, 0.0], [0.0, 0.0, 0.0], [0.0, 0.0, 0.0], [0.0, 0.0, 0.0], [0.0, 0.0, 0.0], [0.0, 0.0, 0.0], [0.0, 0.0, 0.0], [0.0, 0.0, 0.0], [0.0, 0.0, 0.0], [0.0, 0.0, 0.0], [0.0, 0.0, 0.0], [-0.1, 0.2, 0.1], [0.0, -0.1, -0.1], [0.0, 0.0, 0.0], [0.0, 0.0, 0.0], [0.0, 0.0, 0.0], [0.0, 0.0, 0.0], [0.0, 0.0, 0.0], [0.0, 0.0, 0.0], [0.0, 0.1, 0.0], [0.0, -0.1, 0.0], [0.0, 0.0, 0.0], [0.0, 0.0, 0.0], [0.0, 0.0, 0.0], [0.0, 0.0, 0.0], [0.0, 0.0, 0.0], [0.0, 0.0, 0.0], [0.0, 0.0, 0.0], [0.0, 0.0, 0.0], [0.0, 0.0, 0.0], [0.0, 0.0, 0.0], [0.0, 0.0, 0.0], [0.0, 0.0, 0.0], [0.0, 0.0, 0.0], [0.0, 0.0, 0.0], [-0.1, 0.0, 0.0], [0.0, 0.0, 0.0], [0.0, 0.0, 0.0], [0.0, 0.0, 0.0], [0.0, 0.0, 0.0], [0.0, 0.0, 0.0], [0.0, 0.0, 0.0], [0.0, 0.0, 0.0], [0.0, 0.0, 0.0], [0.0, 0.0, 0.0], [0.0, 0.0, 0.0], [0.1, -0.1, -0.1], [0.1, 0.2, 0.6], [0.0, -0.1, 0.3], [-0.3, 0.2, -0.1]]}



Q: Number 2 is which compound?
A: C53H53Cl3GeNO3PdS2SbTe